Entry 1:
The ion C7H13N5 with charge +2. Source: the OMol25 dataset; level of theory: wB97M-V/def2-TZVPD.

- ΔE to the lowest compared entry with this formula, charge and spin: 57.1 kcal per mole
- Lowest unoccupied orbital energy (spin up / spin down): -9.596 / -8.132 eV
- Kohn-Sham gap (spin up / spin down): 7.508 / 7.975 eV

ORCA input file:
```
! RIJCOSX wB97M-V def2-TZVPD def2/J DEFGRID3
* xyz 2 1
C -3.78217 -0.15429 1.06331
C -3.15752 0.37389 -0.11404
C -1.50623 -0.54112 0.96967
C -0.23891 -1.19201 1.28541
C 0.91088 -1.10951 0.58187
C 1.38961 0.05324 -0.22235
C 2.66255 0.50220 0.48494
N -1.82467 0.12999 -0.16915
N -2.70725 -0.73560 1.65311
N 0.49631 1.02748 -0.36056
N -3.81171 0.97996 -1.09177
N 1.92254 -0.72675 -1.66708
H -4.82650 0.08687 1.44045
H -0.27934 -1.92922 2.10072
H 1.73296 -1.80035 0.63940
H 3.36795 -0.28121 0.67291
H 2.43262 1.10021 1.40735
H 3.15322 1.13344 -0.23989
H -2.74275 -1.24642 2.57019
H 0.22398 1.54755 -1.18894
H -4.78521 0.74646 -1.27282
H -3.16008 1.35810 -1.85408
H 2.20622 0.12491 -2.10808
H 1.13016 -1.18218 -2.15960
H 2.70775 -1.40292 -1.56271
*
```

---

Entry 2:
A structure of composition C7H13NO. Source: the OMol25 dataset; level of theory: wB97M-V/def2-TZVPD.

- ΔE to the lowest compared entry with this formula, charge and spin: 57.5 kcal per mole
- Lowest unoccupied orbital energy: 0.902 eV
- Kohn-Sham gap: 8.156 eV

ORCA input file:
```
! RIJCOSX wB97M-V def2-TZVPD def2/J DEFGRID3
* xyz 0 1
C -1.29122 -0.80766 1.95812
C -2.01905 0.54544 -1.02188
C 1.09022 0.97192 -2.06146
C 1.03591 -0.24117 0.83188
C -0.43239 -0.28462 0.84882
C -0.72648 0.06345 -0.44039
N 1.76058 -1.30338 1.36493
C 0.54743 -0.07182 -1.12279
O 1.72311 0.93061 1.11436
H 1.22777 1.66239 0.72897
H 2.69039 -1.09369 1.69481
H 1.40282 -2.22366 1.16573
H 0.88039 -1.08347 -1.32768
H -1.28837 -1.90237 2.00278
H -0.95425 -0.44082 2.92981
H -2.32668 -0.49758 1.80568
H -2.73865 0.81146 -0.24646
H -1.85921 1.42552 -1.64875
H -2.46589 -0.22216 -1.66004
H 1.15401 0.61582 -3.09321
H 0.48460 1.88143 -2.06001
H 2.10495 1.26437 -1.76320
*
```

---

Entry 3:
A structure of composition C7H13NO2. Source: the OMol25 dataset; level of theory: wB97M-V/def2-TZVPD.

- ΔE to the lowest compared entry with this formula, charge and spin: 101.6 kcal per mole
- Lowest unoccupied orbital energy: 0.611 eV
- Kohn-Sham gap: 8.977 eV

ORCA input file:
```
! RIJCOSX wB97M-V def2-TZVPD def2/J DEFGRID3
* xyz 0 1
C -1.00688 0.34335 -0.36612
C 0.15589 -1.06882 1.94912
C 2.71137 0.03498 -0.52720
C -0.69456 0.81754 -1.78062
C -1.91967 1.31539 0.36865
C 0.53879 0.26582 0.47021
C -0.45520 -1.98304 1.14137
O 1.38807 -0.46550 -0.35196
N -0.71407 -2.95974 0.50438
O 0.90880 1.31947 0.96950
H -1.51146 -0.62364 -0.45381
H -0.69383 -3.12860 -0.50025
H 0.95817 -1.44535 2.57147
H -0.48822 -0.36960 2.47038
H 3.31648 -0.83956 -0.78480
H 3.08908 0.50151 0.39082
H 2.73297 0.77412 -1.33156
H -1.62391 0.93724 -2.34288
H -0.15674 1.76550 -1.74747
H -0.09018 0.09171 -2.32199
H -2.07915 1.01536 1.40645
H -1.47748 2.30929 0.39015
H -2.88828 1.39257 -0.12386
*
```

---

Entry 4:
The molecule C7H13NO2. Source: the OMol25 dataset; level of theory: wB97M-V/def2-TZVPD.

- ΔE to the lowest compared entry with this formula, charge and spin: 153.2 kcal per mole
- Lowest unoccupied orbital energy (spin up / spin down): -0.715 / 0.466 eV
- Kohn-Sham gap (spin up / spin down): 6.100 / 9.293 eV

ORCA input file:
```
! RIJCOSX wB97M-V def2-TZVPD def2/J DEFGRID3
* xyz 0 1
C -2.46253 -0.37154 -0.96653
C -1.17016 -1.29363 -0.77843
C -0.24241 -0.90258 0.28259
C 0.43532 1.09860 -1.07678
C 2.18468 -0.26055 0.13210
C 0.73829 1.09041 1.43026
C 0.71235 0.25599 0.14620
N -2.83006 0.55442 -0.13754
O -2.35592 0.92341 0.98920
O -0.11964 -1.46428 1.46298
H -2.98886 -0.34828 -1.84197
H -1.66487 -2.37144 -0.63178
H -0.52440 -1.22532 -1.71001
H 1.07824 1.95958 -1.22167
H -0.62162 1.36084 -0.95101
H 0.42118 0.50757 -2.04774
H 3.12028 0.40969 -0.06981
H 2.50402 -0.89153 0.96249
H 2.24184 -0.95474 -0.65566
H 1.53193 0.63223 2.20216
H -0.25533 1.27162 1.79068
H 1.09784 2.00643 1.06184
H -0.83017 -1.98692 1.62842
*
```